(1)
# C6H7IN3

2 unconnected molecules or ions with the total composition C6H7IN3 at a distorted geometry (ωB97M-V/def2-TZVPD, the Open Molecules 2025 dataset).

Results
* frontier orbital gap: 7.08 eV
* total charge: +1
* spin multiplicity: 1

Last column: Löwdin charge in e.
CARTESIAN COORDINATES (ANGSTROEM)
C: -0.616 0.045 0.958  0.02
C: -1.193 0.358 -1.375  0.01
C: -1.405 -1.096 0.878  -0.09
C: -1.832 -0.858 -1.344  -0.11
C: -0.416 0.741 -0.296  -0.26
C: 0.418 1.860 -0.229  0.00
N: -1.948 -1.551 -0.247  0.12
N: 0.823 2.972 -0.248  0.39
N: 2.165 -1.090 1.044  -0.52
I: 2.713 -0.511 -0.823  0.84
H: 0.035 0.218 1.693  0.06
H: -1.258 1.010 -2.266  0.15
H: -1.785 -1.443 1.839  0.13
H: -2.221 -1.304 -2.252  0.13
H: 1.539 3.575 -0.085  0.11
H: 1.908 -2.078 1.159  0.00
H: 3.074 -0.848 1.594  0.02

***

(2)
# C5H7NO

A single C5H7NO molecule (ωB97M-V/def2-TZVPD, the Open Molecules 2025 dataset).

Results
* frontier orbital gap (alpha / beta): 7.23 / 7.66 eV
* total charge: 0
* spin multiplicity: 1

Last column: Löwdin charge in e.
CARTESIAN COORDINATES (ANGSTROEM)
C: 1.737 1.214 -0.258  -0.05
C: 0.344 0.677 -0.497  -0.41
C: -0.153 0.533 -1.776  0.23
O: -0.932 -1.470 -0.892  0.02
C: -1.016 -1.019 0.280  -0.52
N: -1.760 -1.631 1.264  0.14
C: -0.288 0.157 0.613  -0.04
H: 1.784 1.790 0.667  0.08
H: 2.218 1.731 -1.089  0.08
H: 2.278 0.275 -0.073  0.10
H: 0.459 0.445 -2.685  0.06
H: -2.414 -2.329 0.945  0.10
H: -2.101 -0.996 1.974  0.10
H: -0.160 0.616 1.589  0.12

***

(3)
# C3H12O3

A molecular structure, C3H12O3 at a distorted geometry (ωB97M-V/def2-TZVPD, the Open Molecules 2025 dataset).

Results
* frontier orbital gap: 8.45 eV
* total charge: 0
* spin multiplicity: 1

Last column: Löwdin charge in e.
CARTESIAN COORDINATES (ANGSTROEM)
O: -0.033 1.364 -0.545  0.01
H: -0.295 0.719 0.111  -0.16
H: -0.641 1.230 -1.271  0.11
O: 1.397 2.605 -1.023  -0.11
H: 1.018 3.299 -0.484  0.01
H: 0.973 1.804 -0.716  -0.25
C: -0.642 -1.333 -0.778  -0.05
C: -0.469 -0.959 0.607  -0.47
C: 0.979 -0.807 1.131  0.01
O: -1.140 0.246 0.725  0.02
H: -0.296 -0.604 -1.512  0.10
H: -1.675 -1.609 -0.985  0.10
H: -0.135 -2.295 -0.847  0.10
H: -0.928 -1.671 1.293  0.15
H: 0.972 -0.653 2.210  0.09
H: 1.343 0.123 0.694  0.09
H: 1.643 -1.638 0.893  0.10
H: -2.070 0.180 0.495  0.16

***

Number 1: molar mass 248.05 g/mol. Number 2: molar mass 97.12 g/mol. Number 3: molar mass 96.13 g/mol.